Entry 1:
Formula: C8H6O4
Source: the OMol25 dataset
Level of theory: the ωB97M-V functional and the def2-TZVPD basis

Cartesian coordinates (Å):
O: -2.3197 1.9220 0.4359
O: 2.1921 2.8395 0.8481
O: -0.1043 2.5701 0.7291
O: 1.7414 -1.1158 -1.8724
C: -0.6354 -0.7310 -0.8657
C: -1.0127 1.6274 0.3209
C: 1.8600 -0.6349 -0.5572
C: -0.3596 -2.1530 -0.3411
C: 1.1512 2.0742 0.4865
C: -0.3667 0.5404 -0.1581
C: 1.0353 0.8594 -0.0764
C: 0.7005 -1.3862 -0.9971
H: 2.7008 -0.9382 0.0357
H: 1.8487 3.6191 1.3018
H: -1.3215 -0.6698 -1.6983
H: -2.4144 2.8510 0.6774
H: -0.2369 -2.3184 0.7203
H: -0.8710 -2.9516 -0.8621

**Orbital gap**: 8.130 eV
**Total charge**: 0
**ΔE to the lowest compared entry with this formula, charge and spin**: 545.0 kJ/mol
**Multiplicity**: 1
**HOMO level**: -0.280 Eh
**SMILES string**: Oc1oc(O)c2c1[C@@H]1C[C@@]13O[C@@H]23
**E_LUMO**: 0.5 eV

Entry 2:
Formula: C8H7AsAuN3OS5
Source: the OMol25 dataset
Level of theory: the ωB97M-V functional and the def2-TZVPD basis

Cartesian coordinates (Å):
Au: -0.7813 0.1648 1.7633
As: -2.9085 2.6878 1.5155
S: -0.9435 2.2306 0.5614
S: -2.8569 0.6907 2.5645
S: 0.2827 -0.6278 3.7589
S: -4.4691 2.7835 0.0980
S: -2.7792 4.2537 2.9336
O: -1.4364 -1.2221 -0.2204
N: 2.1953 -0.3415 1.8130
N: 2.9370 -0.5548 3.9532
N: 1.0792 -0.3046 0.9636
C: 1.8785 -0.4966 3.0503
C: -1.5334 -1.1808 -2.5669
C: 1.3666 -0.2937 -0.2935
C: -0.8639 -0.9568 -1.3046
C: 0.4927 -0.4638 -1.4162
C: -0.9424 -0.9234 -3.7669
C: 0.3858 -0.4392 -3.8553
C: 1.0664 -0.2330 -2.6841
H: 2.0887 0.1358 -2.7152
H: -1.5067 -1.0956 -4.6791
H: 2.4315 -0.2017 -0.5117
H: 2.7181 -1.0031 4.8254
H: -2.5529 -1.5404 -2.5028
H: 0.8448 -0.2347 -4.8138
H: 3.8071 -0.8331 3.5301

**Orbital gap**: 5.872 eV
**Total charge**: -2
**Multiplicity**: 1
**HOMO level**: -0.052 Eh
**E_LUMO**: 4.5 eV

Entry 3:
Formula: C8H7AsF21N2O12S5Zr
Source: the OMol25 dataset
Level of theory: the ωB97M-V functional and the def2-TZVPD basis

Cartesian coordinates (Å):
Zr: -0.3592 -0.0022 0.1502
As: -1.1955 -2.0365 3.3968
S: 0.5004 2.3850 -2.2367
S: -3.0260 0.9921 0.0717
S: -1.0381 0.4244 -3.1507
S: 2.9120 0.7112 1.0467
S: 1.0509 1.8677 2.6136
F: 1.5435 -0.4088 -3.2876
F: -0.8928 -0.8965 2.0024
F: -1.3099 3.5387 -0.6710
F: -0.4561 -3.3188 2.4005
F: 0.2241 -1.5742 -4.3515
F: -2.7095 -2.3753 2.5652
F: -1.8061 3.9597 -2.7505
F: -5.3837 0.3197 0.5376
F: 0.2423 4.3767 2.7202
F: 0.6705 3.7345 0.7572
F: 0.7445 0.3397 -5.1760
F: 4.5945 -1.2637 1.8446
F: -0.2195 5.0465 -1.8563
F: 2.3519 4.1097 2.1130
F: -1.4551 -3.1027 4.7852
F: -4.2589 0.1135 2.3755
F: 3.2497 -0.5553 3.3969
F: 0.3335 -1.4220 4.0254
F: -4.8769 2.1552 1.6684
F: -2.0171 -0.6994 4.2730
F: 2.4164 -1.7489 1.8428
O: 3.7560 1.8953 1.3491
O: 3.0249 0.0998 -0.3150
O: 0.5021 -1.9456 -0.3653
O: -1.8185 1.3841 0.7763
O: -1.8020 1.3623 -4.0100
O: -0.2917 1.7061 3.1286
O: 1.6614 2.4886 -1.3506
O: -3.2764 1.6700 -1.1617
O: -1.8910 -0.7476 -2.7154
O: -2.4955 -0.3447 -0.1033
O: 2.0431 1.6834 3.6633
O: 0.8273 2.5507 -3.6678
N: -0.4072 0.9325 -1.7500
N: 1.1481 0.9095 1.2512
C: 2.1892 -3.3931 -1.3520
C: 0.7536 -3.1937 -0.8663
C: 3.3456 -0.8261 2.1050
C: 0.4874 -0.3303 -4.0804
C: -0.7773 3.8130 -1.8421
C: 1.0831 3.6758 1.9896
C: -4.5214 0.9326 1.2587
C: -0.2472 -3.5988 -1.9478
H: -1.2816 -3.3273 -1.7373
H: -0.2819 -4.6728 -2.1308
H: 2.5471 -2.5060 -1.8746
H: 2.8254 -3.4080 -0.4671
H: 2.4016 -4.3231 -1.8791
H: 0.7427 -3.9134 -0.0478
H: -0.0768 -3.2432 -2.9640

**Orbital gap**: 8.433 eV
**Total charge**: -1
**ΔE to the lowest compared entry with this formula, charge and spin**: 433.3 kJ/mol
**Multiplicity**: 1
**HOMO level**: -0.275 Eh
**E_LUMO**: 1.0 eV

Entry 4:
Formula: C8H7BrN2O4
Source: the OMol25 dataset
Level of theory: the ωB97M-V functional and the def2-TZVPD basis

Cartesian coordinates (Å):
Br: 2.8009 0.7248 1.7059
O: 1.4542 1.8045 0.3736
O: 1.9542 3.9563 0.2687
O: 2.3500 -3.2256 -1.6226
O: 2.1899 -1.3895 -2.8266
N: 1.8887 -2.1274 -1.9018
N: 1.3900 2.9406 0.0836
C: 0.1011 -0.5520 -1.6487
C: 0.8777 -1.4881 -1.0158
C: -0.1452 -1.0649 1.1624
C: 0.8170 -1.7681 0.3437
C: -3.0657 1.2568 1.0281
C: -2.0248 0.4828 1.3784
C: -0.9810 -0.1529 0.4962
C: -0.8235 0.1186 -0.8923
H: -1.6111 0.6044 -1.4245
H: 0.1464 -0.2733 -2.7646
H: 1.6619 -2.3513 0.8980
H: -0.1281 -1.2103 2.1886
H: -3.2943 1.6131 0.0143
H: -1.8517 0.2927 2.4967
H: -3.7064 1.8089 1.6587

**Orbital gap**: 6.665 eV
**Total charge**: 0
**ΔE to the lowest compared entry with this formula, charge and spin**: 297.6 kJ/mol
**Multiplicity**: 1
**HOMO level**: -0.343 Eh
**SMILES string**: C=Cc1ccc([N+](=O)[O-])cc1.O=NOBr
**E_LUMO**: -2.7 eV

Entry 5:
Formula: C8H7ClN3O7Os
Source: the OMol25 dataset
Level of theory: the ωB97M-V functional and the def2-TZVPD basis

Cartesian coordinates (Å):
Os: 0.5066 -2.4387 0.3411
Cl: -1.6454 1.7047 -0.1093
O: -0.4897 5.8876 0.5291
O: 2.7701 0.4941 -0.7974
O: 2.1046 -1.6543 -0.5262
O: -0.9574 -3.5516 1.7313
O: -1.1027 -2.7902 -0.8128
O: -3.5438 -0.1427 -1.0217
O: 1.5478 5.1480 0.6486
N: 1.0850 -4.3970 -0.0970
N: 0.3572 5.0266 0.5018
N: -2.7483 -1.0682 -0.8984
C: -1.4292 3.4069 0.1331
C: 0.7565 2.5223 0.2128
C: -0.9947 -2.4529 2.0861
C: 0.1221 1.3692 0.0167
C: -1.7772 -1.7260 -1.0649
C: 1.9579 -0.3431 -0.5517
C: -0.1270 3.6520 0.2789
C: 0.4721 -0.0460 -0.1966
H: 0.2179 -0.5609 0.7988
H: 1.4143 -4.9447 0.6942
H: -0.1351 -0.4179 -1.0267
H: 1.8274 -4.3972 -0.7949
H: 1.8343 2.5833 0.2848
H: -2.3120 4.0258 0.1420
H: 0.2888 -4.8890 -0.5017

**Orbital gap**: 6.795 eV
**Total charge**: +1
**ΔE to the lowest compared entry with this formula, charge and spin**: 0.0 kJ/mol
**Multiplicity**: 1
**HOMO level**: -0.434 Eh
**E_LUMO**: -5.0 eV

Entry 6:
Formula: C8H7ClP
Source: the OMol25 dataset
Level of theory: the ωB97M-V functional and the def2-TZVPD basis

Cartesian coordinates (Å):
Cl: 0.9734 -2.9614 -2.0172
P: 0.5121 -1.1337 -2.2996
C: -1.5451 0.4810 1.5047
C: 2.9063 -0.2989 -1.2308
C: -0.4369 0.7614 -0.6375
C: -1.3325 -0.8969 1.4650
C: -0.8081 -1.4271 0.2799
C: 2.4782 -0.2573 -2.3676
C: -1.1940 1.2834 0.4300
C: -0.2674 -0.6115 -0.7509
H: 3.4185 -0.3740 -0.3101
H: 2.4777 0.0147 -3.3014
H: -1.6615 -1.3148 2.3288
H: -2.0270 0.8596 2.3495
H: -0.0983 1.4799 -1.3107
H: -0.6529 -2.5112 0.1098
H: -1.3618 2.4399 0.4365

**Orbital gap (alpha / beta)**: 8.372 / 5.550 eV
**Total charge**: +1
**⟨S²⟩**: 2.03
**Multiplicity**: 3
**HOMO level (alpha / beta)**: -0.438 / -0.504 Eh
**E_LUMO (alpha / beta)**: -3.5 / -8.2 eV